The following is a quantum chemistry calculation of 9 unconnected molecules or ions with the total composition C52H83F2N10Si at a distorted geometry, from OMol25.

XYZ file:
```
148
Properties=species:S:1:pos:R:3:forces:R:3
C -1.782 0.970 -2.387 0.119 0.243 0.524
Si -1.092 0.614 -0.630 -1.397 -1.082 -0.327
C -2.535 -0.238 0.326 0.235 0.296 0.031
C -0.667 2.191 0.353 0.489 0.965 -0.041
C 0.745 2.849 0.016 -1.327 0.724 1.000
C 1.262 3.545 1.331 0.548 2.030 -3.231
F 2.406 4.263 0.949 -1.011 -0.938 1.211
F 0.378 4.517 1.773 1.108 -1.767 0.017
N 1.615 2.571 2.399 -0.534 -1.248 -0.320
C 3.045 2.340 2.755 2.166 0.240 1.214
C 3.266 3.230 4.040 0.016 -0.007 1.486
C 1.824 3.494 4.689 -1.195 -0.685 -1.622
C 0.889 2.642 3.732 -0.519 -1.660 2.186
C 0.756 1.144 4.237 -0.880 -2.138 0.111
C -0.422 0.345 3.810 1.785 -1.046 1.562
C -0.515 -1.029 4.307 1.673 2.058 0.277
C 0.561 -1.489 5.183 -1.127 -0.190 -0.801
N 1.650 -0.787 5.607 -1.778 1.039 -1.687
C 1.715 0.480 5.118 -0.622 1.061 -0.688
C 0.313 -0.666 -0.742 1.923 -1.948 -0.566
C 1.614 -0.603 -0.070 -0.091 -2.148 -1.180
C 2.608 -1.679 -0.205 -0.981 -0.399 -0.712
C 2.386 -2.879 -1.024 -2.534 2.276 -0.025
C 1.102 -2.945 -1.741 -0.016 1.989 1.325
C 0.068 -1.847 -1.593 2.740 -0.702 0.913
H -0.978 1.413 -3.030 -0.891 -0.469 0.253
H -2.661 1.663 -2.267 0.833 -0.505 -0.247
H -2.192 0.006 -2.802 0.605 0.954 0.244
H -2.144 -1.200 0.744 -0.617 0.698 -0.258
H -3.422 -0.405 -0.348 0.895 0.045 0.747
H -2.855 0.427 1.171 0.089 -0.684 -0.617
H -0.773 2.065 1.471 0.002 -0.182 -1.164
H -1.446 2.964 0.080 0.660 -0.881 0.379
H 0.540 3.690 -0.704 0.648 -0.869 0.672
H 1.495 2.141 -0.413 -0.454 0.689 0.508
H 1.308 1.643 2.065 -0.172 0.439 -0.400
H 3.837 2.516 1.988 -1.307 0.392 0.127
H 3.176 1.241 2.967 -0.589 1.162 0.119
H 3.906 2.679 4.782 -0.635 0.329 -0.800
H 3.821 4.191 3.907 -0.657 -0.773 -0.507
H 1.422 4.535 4.628 0.930 -0.638 0.174
H 1.610 3.066 5.697 0.676 0.612 -0.662
H -0.192 2.915 3.630 1.269 0.539 -0.299
H -1.217 0.762 3.145 0.739 -0.369 0.699
H -1.383 -1.695 4.050 1.248 0.981 0.306
H 0.476 -2.543 5.552 0.260 1.201 -0.304
H 2.599 1.093 5.443 -0.877 -0.832 -0.183
H 1.878 0.275 0.561 -0.150 -0.783 -0.491
H 3.601 -1.629 0.313 -1.152 0.227 -0.410
H 3.144 -3.696 -1.107 -0.802 0.980 0.102
H 0.909 -3.830 -2.400 -0.005 1.050 0.681
H -0.887 -1.941 -2.158 0.899 0.051 0.516
C -3.788 5.275 -3.712 0.070 -0.029 0.000
C -4.561 4.435 -4.722 0.298 0.198 0.041
C -5.930 3.983 -4.207 0.059 -0.011 -0.386
C -5.821 3.066 -3.071 -0.145 0.043 0.098
N -5.734 2.350 -2.176 0.122 0.059 -0.087
H -3.555 4.702 -2.811 -0.060 0.019 -0.008
H -2.844 5.609 -4.145 -0.045 0.012 0.045
H -4.358 6.160 -3.419 0.031 -0.030 0.013
H -3.960 3.567 -5.005 -0.126 -0.012 -0.009
H -4.710 5.028 -5.628 -0.097 -0.110 0.025
H -6.464 3.479 -5.016 -0.056 -0.066 0.155
H -6.530 4.852 -3.925 0.018 -0.095 0.130
C 5.548 -0.420 -3.157 -0.099 -0.070 0.021
C 5.224 0.004 -4.585 0.313 -0.232 0.218
C 4.302 1.222 -4.659 0.191 -0.117 -0.360
C 2.971 0.945 -4.118 -0.022 0.153 0.087
N 1.927 0.728 -3.687 0.027 0.044 0.039
H 4.650 -0.737 -2.620 0.008 0.041 0.003
H 6.245 -1.260 -3.163 -0.020 0.055 0.037
H 6.011 0.399 -2.600 -0.002 -0.028 -0.008
H 4.777 -0.840 -5.118 -0.031 0.122 -0.043
H 6.158 0.245 -5.098 -0.173 0.074 -0.113
H 4.201 1.526 -5.704 -0.084 0.035 0.071
H 4.751 2.064 -4.127 -0.140 -0.027 0.060
C -0.138 -2.091 11.159 0.015 -0.051 0.027
C 1.132 -1.561 10.504 -0.173 -0.114 0.333
C 0.970 -1.292 9.005 0.301 0.215 0.215
C 0.727 -2.517 8.243 -0.079 -0.003 -0.010
N 0.529 -3.482 7.651 -0.012 0.049 0.158
H -0.426 -3.061 10.746 -0.006 0.051 -0.014
H 0.017 -2.220 12.231 -0.048 -0.002 -0.052
H -0.970 -1.397 11.019 0.016 -0.035 0.003
H 1.948 -2.269 10.673 0.009 0.077 -0.102
H 1.414 -0.627 10.996 0.052 -0.011 -0.151
H 1.881 -0.820 8.628 -0.079 -0.121 -0.181
H 0.154 -0.584 8.838 -0.044 -0.127 -0.094
C 3.579 -1.918 -8.112 0.027 0.065 0.096
C 3.034 -0.622 -8.705 0.246 -0.609 0.386
C 4.085 0.171 -9.483 -0.349 0.101 -0.106
C 5.160 0.661 -8.620 0.149 -0.045 -0.125
N 6.008 1.039 -7.943 -0.174 -0.039 0.074
H 4.363 -1.723 -7.375 0.031 -0.041 -0.064
H 2.781 -2.467 -7.609 0.059 -0.008 -0.016
H 3.994 -2.562 -8.892 0.013 0.008 0.048
H 2.614 -0.007 -7.905 -0.010 0.070 -0.138
H 2.217 -0.866 -9.377 0.214 0.034 0.018
H 3.600 1.025 -9.962 0.105 0.016 0.067
H 4.502 -0.445 -10.284 0.145 0.030 0.116
C -1.149 6.351 7.176 -0.070 -0.039 0.010
C -0.619 6.089 8.581 -0.185 0.270 -0.217
C 0.309 4.875 8.657 -0.027 0.253 0.328
C -0.389 3.622 8.359 0.127 -0.091 -0.087
N -0.936 2.640 8.118 0.098 0.092 -0.036
H -1.768 5.523 6.821 0.039 0.009 0.009
H -1.765 7.251 7.167 0.039 -0.051 -0.052
H -0.329 6.495 6.468 -0.024 0.016 0.009
H -1.461 5.964 9.266 0.116 -0.061 0.025
H -0.066 6.971 8.914 0.038 -0.138 0.073
H 0.729 4.812 9.664 -0.006 -0.163 -0.069
H 1.150 5.003 7.971 -0.069 -0.118 -0.039
C -2.653 0.911 -9.255 0.007 0.065 -0.007
C -2.227 0.084 -10.463 -0.307 0.213 0.137
C -0.893 -0.638 -10.257 -0.213 -0.150 -0.273
C 0.227 0.293 -10.117 -0.078 0.144 0.014
N 1.105 1.025 -10.000 -0.468 0.167 -0.212
H -1.945 1.717 -9.052 0.003 -0.053 0.012
H -3.629 1.364 -9.436 0.047 -0.018 0.040
H -2.731 0.287 -8.361 0.005 0.031 -0.018
H -2.173 0.731 -11.342 0.078 -0.109 0.002
H -2.999 -0.663 -10.664 0.150 -0.041 -0.052
H -0.705 -1.287 -11.116 0.156 0.053 0.062
H -0.950 -1.285 -9.378 0.119 0.107 0.031
C -2.319 -6.515 2.680 0.028 0.040 -0.044
C -1.790 -6.063 4.036 0.071 -0.249 -0.308
C -2.708 -5.058 4.736 0.268 -0.223 0.248
C -2.799 -3.791 4.010 -0.283 -0.018 -0.019
N -2.874 -2.797 3.436 -0.141 -0.381 -0.016
H -2.381 -5.681 1.977 -0.027 -0.030 0.059
H -1.653 -7.265 2.247 -0.052 0.025 -0.005
H -3.313 -6.960 2.774 0.024 0.014 -0.018
H -0.791 -5.638 3.911 -0.064 0.034 0.113
H -1.683 -6.941 4.679 -0.013 0.152 0.086
H -2.320 -4.861 5.739 -0.066 0.161 -0.056
H -3.706 -5.485 4.861 -0.023 0.155 -0.099
C -2.282 -4.983 -0.838 -0.065 0.080 0.134
C -3.260 -6.093 -1.203 0.107 0.263 0.153
C -2.762 -6.978 -2.348 -0.315 -0.152 0.210
C -2.650 -6.242 -3.609 0.151 -0.073 -0.082
N -2.555 -5.661 -4.595 -0.025 0.000 0.146
H -2.128 -4.275 -1.655 -0.036 -0.091 -0.032
H -2.675 -4.425 0.015 0.106 0.072 -0.047
H -1.308 -5.390 -0.554 -0.015 0.016 -0.010
H -4.227 -5.652 -1.459 0.033 -0.112 -0.053
H -3.420 -6.721 -0.322 -0.016 -0.061 -0.120
H -3.460 -7.807 -2.485 0.078 0.034 -0.159
H -1.796 -7.417 -2.089 0.019 0.088 -0.130
```
Positions in Å, forces in eV/Å.

Computed properties:
- Total charge: +1
- Highest occupied orbital energy: -10.849 eV
- LUMO energy: -0.0715 hartree
- Energy above the lowest of the compared OMol25 structures with the same formula, charge and spin: 0.000 eV
- Frontier orbital gap: 8.90 eV
- E: -3067.6512 Ha

Atom charges from the Löwdin analysis, given in e for atoms 1 to 99: C -0.179; Si 0.578; C -0.174; C -0.221; C -0.098; C -0.410; F 0.073; F 0.110; N 0.025; C -0.078; C -0.106; C -0.083; C -0.179; C -0.134; C 0.019; C -0.002; C -0.117; N 0.073; C -0.102; C -0.251; C -0.101; C -0.090; C -0.078; C -0.050; C -0.064; H 0.025; H 0.024; H 0.042; H 0.022; H 0.046; H 0.025; H 0.052; H 0.103; H 0.144; H 0.112; H 0.141; H 0.149; H 0.143; H 0.116; H 0.122; H 0.119; H 0.109; H 0.163; H 0.098; H 0.040; H 0.077; H 0.108; H 0.054; H 0.095; H 0.102; H 0.097; H 0.088; C -0.111; C -0.264; C -0.192; C -0.234; N 0.142; H 0.063; H 0.073; H 0.077; H 0.110; H 0.110; H 0.119; H 0.122; C -0.106; C -0.265; C -0.186; C -0.218; N 0.160; H 0.056; H 0.075; H 0.075; H 0.100; H 0.102; H 0.101; H 0.122; C -0.109; C -0.263; C -0.195; C -0.235; N 0.149; H 0.073; H 0.074; H 0.077; H 0.113; H 0.108; H 0.110; H 0.117; C -0.101; C -0.290; C -0.192; C -0.221; N 0.150; H 0.055; H 0.073; H 0.078; H 0.106; H 0.064; H 0.094